This record from the OMol25 dataset describes a 3-piece molecular cluster, C12H17FO2 overall at a distorted geometry. The level of theory is ωB97M-V/def2-TZVPD.

The geometry in XYZ format:
```
32
Properties=species:S:1:pos:R:3:forces:R:3:lowdin_charge:R:1
F -2.465 4.230 -0.419 0.3285 -0.5859 0.0808 0.0563
C -1.555 3.229 -0.504 0.3621 -1.4750 0.0263 -0.2755
C -0.284 3.522 -0.947 -0.7466 1.8108 -0.0732 -0.0323
C 0.748 2.610 -1.085 -0.1732 -0.0231 0.1246 -0.0916
C 0.474 1.326 -0.733 -2.6942 -2.8020 1.0805 -0.0964
C -0.874 0.901 -0.359 1.6711 3.0247 -0.0023 -0.0405
C -1.861 1.901 -0.196 0.2907 -1.5503 -0.4989 -0.0098
H -0.222 4.584 -1.136 0.7394 0.1517 -0.3557 0.1174
H 1.731 2.858 -1.455 -0.0009 0.3721 0.1242 0.1032
H 1.158 0.496 -0.635 0.5826 0.3461 -0.5224 0.0763
H -1.057 -0.127 -0.081 -0.0870 0.0220 -0.0971 0.0888
H -2.823 1.496 0.081 -0.3658 0.7008 0.1756 0.1028
C -4.595 -2.844 3.991 -0.1187 -1.1717 0.3369 -0.0329
C -4.093 -1.834 3.060 2.1046 4.2491 3.2107 -0.4978
C -3.600 -2.110 1.715 -0.8155 -0.5189 -1.0851 -0.0257
O -3.826 -0.734 3.613 -0.8512 -1.6731 -1.9319 0.0184
H -4.253 -3.815 3.630 -0.5495 -0.3781 0.2877 0.0838
H -5.666 -2.777 4.182 -0.0772 -0.2777 -0.4124 0.0942
H -4.130 -2.619 4.951 0.0406 -0.1497 -0.0825 0.0925
H -3.384 -1.181 1.187 0.0928 -0.2219 0.0609 0.0779
H -4.392 -2.675 1.223 0.0069 -0.0037 -0.5343 0.0905
H -2.750 -2.792 1.738 0.1720 0.1474 0.1345 0.0996
C 3.794 0.336 -1.655 -0.0006 0.3176 -1.1552 -0.0362
C 4.508 -0.932 -2.024 1.0306 -0.8513 0.0126 -0.4717
C 5.920 -0.793 -2.692 -1.5101 0.2212 -0.2811 -0.0189
O 4.019 -2.026 -1.844 0.2170 0.5139 -0.0926 0.0617
H 4.313 1.128 -2.195 0.0759 0.4633 0.6970 0.0723
H 3.666 0.500 -0.585 0.2075 0.0067 -0.1306 0.0942
H 2.821 0.312 -2.146 -0.2237 -0.2231 0.2826 0.0759
H 6.698 -0.507 -1.984 -0.0058 -0.5044 0.1405 0.0815
H 5.901 0.030 -3.408 -0.1625 0.1676 -0.0440 0.0648
H 6.081 -1.692 -3.287 0.4600 -0.1051 0.5240 0.0770
```
Positions in Å, forces in eV/Å.

Summary:
LUMO energy ... 0.704 eV
HOMO level ... -9.3 eV
Max |F| ... 5.73 eV/Å
2S+1 ... 1
SMILES string ... Fc1ccccc1.CC(C)=O.CC(C)=O